# 1
Here is C32H64BN6O2P3Ti as an isolated structure from OMol25. Energies are from ωB97M-V with the def2-TZVPD basis set.

The geometry in XYZ format:
```
109
C32H64BN6O2P3Ti | OMol25 | ωB97M-V with the def2-TZVPD basis set
Ti 0.5873 -0.0052 0.0574
C 1.9606 -1.6099 -3.7197
C 0.5874 -2.0618 -3.2160
C -0.1636 -2.7182 -4.3850
C 0.7731 -3.1509 -2.1479
P -0.3419 -0.6238 -2.4478
C -2.0462 -1.2674 -2.2475
N -2.0169 -1.8661 -0.9372
B -1.0829 -1.5414 0.1170
N -1.4864 -2.4038 1.1877
C -0.8913 -2.4290 2.4948
P 0.2898 -1.0131 2.5151
C -0.5524 0.2291 3.6327
C -1.9777 0.4257 3.0806
C 0.1457 1.5900 3.6288
C -0.6566 -0.2580 5.0824
C 1.8102 -1.7634 3.2872
C 2.3935 -2.6872 2.2070
C 1.5235 -2.6151 4.5331
C 2.8311 -0.6929 3.6770
C -2.5569 -3.1965 0.8028
C -3.2570 -4.1718 1.4951
C -4.3034 -4.7978 0.8363
C -4.6406 -4.4579 -0.4716
C -3.9445 -3.4803 -1.1663
C -2.8940 -2.8542 -0.5142
C -0.4427 0.8313 -3.6216
C -1.6196 1.7163 -3.1873
C 0.8474 1.6425 -3.4613
C -0.6610 0.5075 -5.1041
H 2.5430 -2.4999 -3.9619
H 2.4981 -1.0385 -2.9678
H 1.8922 -1.0152 -4.6269
H 0.4969 -3.4626 -4.8317
H -0.4484 -2.0251 -5.1733
H -1.0499 -3.2532 -4.0485
H 1.3143 -3.9781 -2.6099
H -0.1827 -3.5408 -1.7987
H 1.3419 -2.8040 -1.2875
H -2.2946 -2.0036 -3.0163
H -2.7845 -0.4623 -2.3203
H -0.3754 -3.3751 2.6928
H -1.6480 -2.3102 3.2791
H -1.9932 0.6310 2.0068
H -2.4305 1.2724 3.5980
H -2.6198 -0.4373 3.2550
H 0.1726 2.0276 2.6340
H 1.1720 1.5414 3.9845
H -0.4096 2.2494 4.2971
H -1.0507 -1.2709 5.1663
H -1.3379 0.4019 5.6219
H 0.3044 -0.2169 5.5935
H 1.7067 -3.4921 1.9375
H 3.2978 -3.1505 2.6030
H 2.6526 -2.1475 1.2957
H 0.7313 -3.3489 4.3957
H 1.2803 -2.0088 5.4023
H 2.4305 -3.1718 4.7728
H 3.0357 0.0029 2.8699
H 3.7587 -1.1933 3.9594
H 2.4963 -0.1325 4.5486
H -2.9961 -4.4383 2.5090
H -4.8672 -5.5639 1.3472
H -5.4633 -4.9636 -0.9540
H -4.2208 -3.2168 -2.1770
H -1.6849 1.8292 -2.1038
H -2.5697 1.3210 -3.5450
H -1.4899 2.7072 -3.6261
H 0.9531 2.0290 -2.4416
H 0.8159 2.4995 -4.1360
H 1.7357 1.0626 -3.7059
H -1.5631 -0.0799 -5.2684
H 0.1780 -0.0143 -5.5554
H -0.7851 1.4475 -5.6429
N -0.5785 1.7040 -0.0019
C -1.2757 2.6027 0.2807
N -2.0604 3.5764 0.5800
C -1.6638 4.6010 1.5725
C -1.6269 5.9648 0.9043
C -2.9435 6.2623 0.1964
C -3.2807 5.1748 -0.8160
C -3.3277 3.8113 -0.1483
H -0.7033 4.2975 1.9892
H -2.4128 4.5614 2.3691
H -0.7999 5.9886 0.1884
H -1.4137 6.7207 1.6612
H -2.8895 7.2308 -0.3002
H -3.7471 6.3367 0.9352
H -2.5311 5.1569 -1.6132
H -4.2443 5.3687 -1.2890
H -3.4610 2.9915 -0.8517
H -4.1259 3.7563 0.5986
N 3.6198 2.7953 -0.1326
C 3.8513 1.6137 -0.9484
P 3.6032 -0.0008 -0.0600
O 2.2080 -0.6579 -0.6561
O 1.8761 1.0567 1.1082
C 4.6782 -1.0162 -1.2829
N 6.0646 -1.1369 -0.6812
H 3.7003 3.6328 -0.6979
H 4.3050 2.8697 0.6127
H 2.0945 1.9739 0.8686
H 4.8670 1.5831 -1.3838
H 3.1597 1.6347 -1.8002
H 4.8265 -0.6418 -2.2961
H 4.2865 -2.0309 -1.3263
H 6.5969 -0.2695 -0.7849
H 6.6170 -1.8887 -1.1011
H 5.9747 -1.3069 0.3279
```

Computed properties:
* HOMO-LUMO gap: 0.2580 Eh
* charge: +2
* strongest force on any atom: 1.22 eV/A



# 2
Here is one molecule with the formula C5H8OS from OMol25. Energies are from ωB97M-V with the def2-TZVPD basis set.

The geometry in XYZ format:
```
15
C5H8OS | OMol25 | ωB97M-V with the def2-TZVPD basis set
C -0.8215 1.3843 0.3974
C 0.3425 1.7518 -0.1361
C -1.1573 0.0087 0.6568
C 0.6503 -0.4889 -0.5859
C 1.4135 -1.5426 0.1837
O 1.2129 0.8131 -0.6031
S -2.5885 -0.6133 -0.1030
H -1.5942 2.1059 0.5855
H 0.7087 2.7849 -0.2412
H -0.7523 -0.4205 1.5415
H 0.2966 -0.7262 -1.5885
H 1.5355 -2.3737 -0.4638
H 1.0021 -1.8374 1.1969
H 2.3401 -0.8609 0.3808
H -2.5885 0.0148 -1.2209
```

Computed properties:
* ΔE to the lowest compared entry with this formula, charge and spin: 84.6 kcal per mole
* HOMO-LUMO gap (alpha / beta): 0.3089 / 0.3089 Eh
* charge: 0
* strongest force on any atom: 5.28 eV/A



# 3
Here is one molecule with the formula C6H4O from OMol25. Energies are from ωB97M-V with the def2-TZVPD basis set.

The geometry in XYZ format:
```
11
C6H4O | OMol25 | ωB97M-V with the def2-TZVPD basis set
C -0.4229 2.8793 -1.0738
C -0.4755 2.0697 -0.1848
C -0.5289 1.0625 0.8631
O -0.0044 1.2036 1.9449
C -1.0765 -0.2182 0.4278
C -0.4394 -1.2063 0.1211
C 0.6180 -2.1825 -0.0445
H -0.3924 3.6132 -1.8474
H 0.2578 -3.1942 -0.2274
H 1.1959 -2.1627 0.8873
H 1.2684 -1.8644 -0.8664
```

Computed properties:
* ΔE to the lowest compared entry with this formula, charge and spin: 70.6 kcal per mole
* HOMO-LUMO gap: 0.3756 Eh
* SMILES: C#CC(=O)C#CC
* charge: 0
* strongest force on any atom: 0.83 eV/A



# 4
Here is C25H40BrCl3N3O3SiSr as an isolated structure from OMol25. Energies are from ωB97M-V with the def2-TZVPD basis set.

The geometry in XYZ format:
```
77
C25H40BrCl3N3O3SiSr | OMol25 | ωB97M-V with the def2-TZVPD basis set
C -3.6066 1.3540 -1.6164
C -3.0324 0.3558 -2.6055
H -3.0830 2.3367 -1.6999
H -3.4850 1.0138 -0.5586
H -4.6908 1.4904 -1.8361
C -3.2486 0.5267 -3.9354
C -3.6655 1.7986 -4.5823
H -3.0587 -0.3012 -4.6181
H -3.2082 2.6990 -4.1226
H -4.7630 1.9560 -4.5776
H -3.3641 1.7830 -5.6417
Sr -1.4107 -0.7739 1.1956
Cl -2.4203 -1.5614 3.7507
Cl -2.0770 -3.4565 0.5541
C 0.7856 -2.9693 1.9995
O 0.8880 -1.7509 1.6222
N 1.7940 -3.8115 2.1255
C 3.1533 -3.3283 1.8272
C 1.5640 -5.2496 2.4297
H -0.2304 -3.3644 2.2257
H 3.3445 -2.4162 2.4018
H 3.2512 -3.0726 0.7617
H 3.8861 -4.1058 2.0891
H 0.8111 -5.3401 3.2278
H 2.4798 -5.7471 2.7605
H 1.1646 -5.7947 1.5548
H 0.2776 6.4777 2.6904
H -0.0845 3.8165 -0.4727
C 0.8860 6.0882 1.8766
C 0.6652 4.4600 -0.0004
N 0.2747 4.8451 1.3479
H 1.9283 5.9595 2.2276
C -0.3501 3.9567 2.1617
O -0.5878 2.7726 1.8677
H 1.6312 3.9317 -0.0182
H -0.6565 4.4025 3.1345
H 0.9019 6.8268 1.0605
H 0.7493 5.3882 -0.5663
O -1.4369 -0.4203 -1.0205
C -2.2365 -0.8221 -2.0479
C -0.8088 -1.2296 -4.1590
C -1.5924 -1.7038 -3.1048
H -0.6866 -0.1612 -4.3307
C -0.1174 -2.1128 -5.0003
H -2.9890 -1.4913 -1.5713
C -1.8307 -3.0747 -3.0043
H 0.5219 -1.7018 -5.7892
C -0.2881 -3.4802 -4.8477
C -1.1379 -3.9816 -3.8226
H -2.5091 -3.4182 -2.2242
H 0.2014 -4.1718 -5.5366
H -1.2543 -5.0694 -3.6813
Si 1.0044 0.2473 -2.0672
Cl -0.0029 1.7891 -2.9388
C 2.4720 0.0939 -3.2601
C 1.2228 -1.6587 -1.6239
C 1.3315 1.0097 -0.3589
H 2.7854 -0.9120 -3.5496
H 3.3204 0.6071 -2.7662
H 2.2333 0.6463 -4.1754
H 2.1630 1.7375 -0.5045
H 1.6597 0.2585 0.3816
H 0.4375 1.5834 -0.0038
H 1.2717 -2.3519 -2.4816
H 0.4378 -1.9717 -0.8860
H 2.2136 -1.6693 -1.1376
Br 1.3533 4.1539 6.4709
C 1.0295 2.3196 6.1152
C 1.7280 1.3139 6.7829
C 1.4697 -0.0168 6.4459
C 0.5144 -0.2872 5.4585
N -0.0904 0.6875 4.7799
C 0.0724 1.9517 5.1242
H 2.4512 1.5791 7.5437
H 1.9918 -0.8647 6.9162
H 0.2158 -1.3136 5.2042
H -0.5346 2.7102 4.6300
```

Computed properties:
* ΔE to the lowest compared entry with this formula, charge and spin: 0.0 kcal per mole
* HOMO-LUMO gap: 0.2602 Eh
* charge: -1
* strongest force on any atom: 3.97 eV/A



# 5
Here is an isolated ion of composition C8H11ClN3O and charge +1 from OMol25. Energies are from ωB97M-V with the def2-TZVPD basis set.

The geometry in XYZ format:
```
24
C8H11ClN3O | OMol25 | ωB97M-V with the def2-TZVPD basis set
C 0.3957 -1.1881 -0.2967
C 0.2520 -2.2431 0.5941
C 0.6141 0.1889 0.2847
C -0.9424 3.3324 -0.8982
C -0.1318 2.4278 -0.0753
C 0.3279 -2.0578 1.9543
C 0.1204 -1.2274 -1.7459
C -0.2935 -3.5817 0.0907
N -0.7396 4.5424 -0.6708
N -0.1288 1.1715 -0.4277
N 0.6087 2.9817 0.8556
O 1.2294 0.4887 1.2969
Cl 0.1777 -3.2627 3.1618
H -1.3981 2.7920 -1.6406
H 0.4863 -1.1528 2.5379
H 0.3464 -2.2235 -2.0439
H 0.7555 -0.5606 -2.1851
H -0.7810 -0.6431 -1.8340
H -1.0960 -3.3380 -0.4802
H -0.7010 -4.3470 0.7842
H 0.3570 -4.0072 -0.5264
H -1.2387 5.2648 -1.1828
H 0.4259 3.9601 1.0563
H 1.3539 2.6823 1.3914
```

Computed properties:
* HOMO-LUMO gap (alpha / beta): 0.2548 / 0.2070 Eh
* multiplicity: 3
* charge: +1
* strongest force on any atom: 4.40 eV/A



# 6
Here is C28H32BFeN11O8SSe as an isolated structure from OMol25. Energies are from ωB97M-V with the def2-TZVPD basis set.

The geometry in XYZ format:
```
83
C28H32BFeN11O8SSe | OMol25 | ωB97M-V with the def2-TZVPD basis set
Fe 0.7893 -0.5512 0.1270
C 0.5042 -3.4620 -2.7784
C -0.2944 -2.5468 -2.1003
N 0.0805 -2.4553 -0.8301
N 1.1073 -3.2987 -0.6671
C 1.3938 -3.9097 -1.8233
B 1.6960 -3.4949 0.7303
N 2.7636 -2.4098 0.9771
C 4.0397 -2.5249 1.3607
C 4.5751 -1.2554 1.4770
C 3.5352 -0.4013 1.1401
N 2.4537 -1.1158 0.8379
N 0.5458 -3.1509 1.7039
C -0.2041 -3.8711 2.5506
C -1.1319 -3.0349 3.1374
C -0.8818 -1.7894 2.5706
N 0.1268 -1.8761 1.7113
N 2.3521 -4.8565 0.8360
C 2.1570 -5.9811 1.5657
C 3.1015 -6.9074 1.1963
C 3.8533 -6.2588 0.2082
N 3.3953 -5.0443 0.0082
H 0.4404 -3.7473 -3.8080
H -1.1166 -1.9652 -2.4659
H 2.2040 -4.6039 -1.8884
H 4.5021 -3.4779 1.5169
H 5.5759 -0.9837 1.7389
H 3.5329 0.6689 1.1068
H -0.0729 -4.9202 2.7042
H -1.8695 -3.2838 3.8711
H -1.3730 -0.8567 2.7632
H 1.3820 -6.0885 2.2928
H 3.2384 -7.8983 1.5777
H 4.6926 -6.6240 -0.3498
O 3.9052 0.5271 -1.4711
Se 2.3604 0.7715 -1.5918
O 1.7147 1.3117 -0.1763
O 1.5421 -0.6501 -1.7142
O 1.9371 1.7476 -2.7534
C 0.1393 2.7376 -4.9872
C -1.1735 2.1735 -4.4626
N -1.9275 3.1483 -3.6987
C -2.2649 4.4055 -4.3539
C -1.3871 5.5619 -3.8853
C -2.4154 2.9610 -2.4684
O -3.0855 3.7870 -1.8701
C -2.2262 1.6251 -1.7866
C -3.3826 0.9072 -1.4917
C -3.2724 -0.2397 -0.7243
C -2.0267 -0.6068 -0.2516
N -0.9221 0.0898 -0.5059
C -1.0164 1.1794 -1.2626
H 0.7013 1.9458 -5.4683
H 0.7416 3.1091 -4.1653
H -0.0226 3.5255 -5.7150
H -0.9596 1.3133 -3.8286
H -1.8020 1.8395 -5.2986
H -3.3074 4.6399 -4.1141
H -2.1731 4.2566 -5.4312
H -1.5399 5.7335 -2.8229
H -1.6569 6.4655 -4.4257
H -0.3365 5.3525 -4.0625
H -4.3402 1.2527 -1.8518
H -4.1397 -0.8253 -0.4659
H -1.9038 -1.4906 0.3464
H -0.1081 1.7276 -1.4621
N 0.3929 0.9098 1.9273
C -0.4781 1.5963 2.7922
C -1.6292 2.2226 2.3116
C -2.4231 2.9800 3.1617
C -2.0479 3.0772 4.4769
C -0.9421 2.4571 4.9987
C -0.1682 1.6860 4.1508
S -2.9592 4.1815 5.6557
O -4.1305 4.5644 4.9100
O -3.1594 3.2867 6.7711
O -1.9206 5.1779 5.8081
H 0.6841 1.5204 1.1660
H 1.2237 0.6418 2.4436
H -1.8906 2.1333 1.2690
H -3.3078 3.4848 2.8115
H -0.6949 2.5894 6.0379
H 0.7068 1.1819 4.5330
```

Computed properties:
* HOMO-LUMO gap (alpha / beta): 0.1399 / 0.1394 Eh
* charge: 0
* strongest force on any atom: 3.61 eV/A



Q: Number 4 is which compound?
A: C25H40BrCl3N3O3SiSr